Entry 1:
DFT (wB97M-V/def2-TZVPD) results for 5 unconnected molecules or ions with the total composition C29H28O13S.

Last column: Löwdin charge in e.
CARTESIAN COORDINATES (ANGSTROEM)
O -1.42 0.52 2.88  -0.4549
S -1.64 -0.46 1.67  0.8302
O -2.93 -0.06 0.85  -0.4393
C -0.13 -0.28 0.54  -0.1979
C -0.55 0.19 -1.01  -0.1987
O 0.72 0.63 -1.64  -0.2095
C 0.50 1.07 -3.03  -0.1504
C -0.31 2.52 -3.16  -0.1534
O 0.68 3.54 -3.50  -0.1890
C 0.54 4.77 -2.72  -0.2078
O 1.92 5.10 -2.23  -0.1247
H -1.76 -1.77 2.21  0.1011
H 0.43 -1.31 0.56  0.0933
H 0.56 0.59 0.97  0.1404
H -1.03 -0.77 -1.51  0.1430
H -1.31 1.08 -0.87  0.1275
H 1.59 1.27 -3.49  0.1428
H 0.02 0.25 -3.73  0.1339
H -1.04 2.39 -4.09  0.1394
H -0.99 2.76 -2.24  0.1233
H -0.12 4.69 -1.76  0.1378
H 0.22 5.70 -3.38  0.1457
H 2.42 4.22 -2.32  0.0792
O 6.73 4.00 -7.65  0.1036
C 6.08 3.79 -6.63  -0.3822
C 4.62 4.04 -6.59  0.0268
C 3.91 3.82 -5.48  0.0343
C 4.55 3.30 -4.25  -0.3603
O 3.90 3.09 -3.24  0.0808
C 6.00 3.05 -4.30  0.0262
C 6.71 3.28 -5.40  0.0250
H 4.17 4.42 -7.50  0.1242
H 2.85 4.00 -5.44  0.1210
H 6.45 2.67 -3.39  0.1230
H 7.78 3.10 -5.45  0.1237
O 5.03 -4.04 -3.69  0.1058
C 4.25 -3.91 -2.75  -0.3810
C 4.71 -3.48 -1.42  0.0259
C 3.86 -3.34 -0.40  0.0251
C 2.42 -3.62 -0.56  -0.3812
O 1.64 -3.49 0.37  0.0756
C 1.96 -4.05 -1.90  0.0223
C 2.81 -4.18 -2.92  0.0254
H 5.77 -3.28 -1.32  0.1246
H 4.18 -3.03 0.58  0.1239
H 0.90 -4.24 -2.00  0.1225
H 2.49 -4.50 -3.90  0.1243
O -0.15 -1.10 8.69  0.0990
C -0.80 -1.61 7.79  -0.3822
C -0.92 -0.97 6.47  0.0354
C -1.63 -1.53 5.48  0.0232
C -2.34 -2.81 5.68  -0.3798
O -2.99 -3.32 4.78  0.0860
C -2.22 -3.45 7.00  0.0229
C -1.50 -2.90 7.98  0.0222
H -0.40 -0.03 6.34  0.1271
H -1.73 -1.06 4.51  0.0686
H -2.74 -4.40 7.13  0.1220
H -1.40 -3.36 8.96  0.1220
O -7.88 -0.53 0.54  0.0962
C -7.37 -0.57 1.65  -0.3817
C -5.93 -0.35 1.84  0.0242
C -5.37 -0.40 3.06  0.0271
C -6.18 -0.68 4.26  -0.3791
O -5.68 -0.72 5.37  0.0940
C -7.63 -0.90 4.07  0.0198
C -8.18 -0.85 2.85  0.0186
H -5.35 -0.15 0.95  0.1021
H -4.31 -0.24 3.21  0.0999
H -8.21 -1.11 4.96  0.1208
H -9.24 -1.01 2.69  0.1205

**Kohn-Sham gap**: 7.935 eV
**Structure (SMILES)**: O=[SH](=O)CCOCCOCO.O=C1C=CC(=O)C=C1.O=C1C=CC(=O)C=C1.O=C1C=CC(=O)C=C1.O=C1C=CC(=O)C=C1
**LUMO**: -2.1 eV


Entry 2:
DFT (wB97M-V/def2-TZVPD) results for a molecular structure, C29H29AsF5N2OPdS2Se.

Last column: natural (NBO) charge in e.
CARTESIAN COORDINATES (ANGSTROEM)
Pd 0.21 0.11 -0.16  0.8244
N -1.11 -1.15 -1.66  -0.8480
C -0.82 -2.51 -1.34  0.1505
C -1.85 -3.35 -0.92  -0.2433
C -1.56 -4.64 -0.50  -0.1866
C -0.25 -5.10 -0.52  -0.2331
C 0.77 -4.26 -0.95  -0.1293
C 0.50 -2.96 -1.36  -0.0913
C 1.59 -2.06 -1.84  -0.1276
C 2.56 -2.55 -2.72  -0.1759
C 3.56 -1.72 -3.22  -0.2131
C 3.60 -0.39 -2.85  -0.2113
C 2.65 0.12 -1.96  -0.2453
C 1.67 -0.72 -1.45  -0.2199
H -2.11 -0.93 -1.63  0.4324
H -0.75 -0.91 -2.57  0.3962
H -2.87 -2.99 -0.92  0.2184
H -2.36 -5.29 -0.18  0.2236
H -0.02 -6.11 -0.20  0.2254
H 1.79 -4.61 -0.96  0.2137
H 2.51 -3.58 -3.04  0.2236
H 4.29 -2.12 -3.90  0.2279
H 4.36 0.27 -3.26  0.2194
H 2.69 1.16 -1.68  0.1929
C -1.93 3.74 -1.64  -0.7161
C -1.00 2.57 -1.55  0.7310
N -0.31 2.23 -2.63  -0.7841
O -0.89 1.95 -0.47  -0.6923
H -1.47 4.57 -2.16  0.2400
H -2.22 4.04 -0.64  0.2459
H -2.82 3.42 -2.19  0.2720
H -0.45 2.72 -3.50  0.4167
H 0.31 1.43 -2.63  0.4149
C -4.67 -1.14 1.01  -0.9836
As -4.78 0.58 0.16  1.4729
C -3.85 1.78 1.33  -0.9807
C -6.62 1.08 0.24  -0.9742
S -4.01 0.60 -1.79  -0.7503
H -5.24 -1.15 1.93  0.2446
H -3.62 -1.35 1.22  0.2518
H -5.06 -1.89 0.32  0.2528
H -4.22 1.69 2.36  0.2413
H -4.00 2.79 0.97  0.2453
H -2.79 1.53 1.29  0.2561
H -7.01 0.96 1.26  0.2426
H -7.18 0.44 -0.44  0.2582
H -6.72 2.11 -0.07  0.2526
F 6.15 3.44 -1.58  -0.2654
C 5.13 3.04 -0.85  0.2986
C 5.26 1.94 -0.02  0.2687
F 6.41 1.29 0.03  -0.2679
C 4.17 1.53 0.73  0.3833
F 4.30 0.45 1.50  -0.2993
C 2.97 2.20 0.67  -0.4251
Se 1.47 1.55 1.64  0.4215
C 2.85 3.30 -0.16  0.3684
F 1.69 3.96 -0.24  -0.3031
C 3.92 3.73 -0.92  0.2616
F 3.81 4.78 -1.72  -0.2716
S -0.69 -1.27 1.59  0.0820
C 0.31 -1.02 2.97  -0.2772
C 1.70 -1.28 2.89  -0.2035
C 2.51 -1.04 3.98  -0.1978
C 1.97 -0.55 5.16  -0.1597
C 0.60 -0.31 5.26  -0.2192
C -0.22 -0.55 4.18  -0.1327
H 2.10 -1.67 1.96  0.2407
H 3.58 -1.23 3.91  0.2347
H 2.61 -0.36 6.01  0.2309
H 0.19 0.06 6.19  0.2320
H -1.29 -0.36 4.24  0.2192

**Kohn-Sham gap (alpha / beta)**: 8.138 / 5.274 eV
**Charge**: +1
**Multiplicity**: 5
**⟨S²⟩**: 6.026
**LUMO (alpha / beta)**: -2.0 / -5.5 eV


Entry 3:
DFT (wB97M-V/def2-TZVPD) results for a molecular structure, C29H29BF4FeN6PS.

Last column: Löwdin charge in e.
CARTESIAN COORDINATES (ANGSTROEM)
Fe 0.88 -0.26 -1.11  0.3372
C 4.04 -0.09 3.91  -0.0933
C 4.55 -0.30 2.49  -0.2730
N 3.90 -1.41 1.81  0.0052
C 2.75 -1.35 1.15  -0.7064
S 1.81 0.10 1.14  0.8466
N 2.34 -2.47 0.57  0.0134
N 1.22 -2.28 -0.13  -0.0410
C 0.51 -3.32 -0.39  -0.2636
C 0.87 -4.70 0.06  -0.0219
C -0.71 -3.04 -1.15  -0.2123
C -1.69 -4.01 -1.38  -0.0073
C -2.80 -3.69 -2.13  -0.0489
C -2.90 -2.41 -2.66  -0.0344
C -1.89 -1.51 -2.39  -0.1313
N -0.84 -1.79 -1.61  0.0548
H 4.56 0.75 4.38  0.0719
H 4.20 -0.98 4.52  0.0715
H 2.97 0.13 3.90  0.0501
H 5.62 -0.52 2.50  0.1193
H 4.42 0.59 1.89  0.0885
H 4.36 -2.30 1.78  0.1463
H 1.96 -4.79 0.08  0.0750
H 0.46 -5.46 -0.60  0.0704
H 0.51 -4.89 1.07  0.0928
H -1.57 -5.00 -0.97  0.1057
H -3.57 -4.43 -2.31  0.1117
H -3.72 -2.12 -3.29  0.1107
H -1.90 -0.53 -2.83  0.0723
N 1.74 1.58 -1.21  -0.0366
C 1.04 2.74 -0.72  -0.2711
C 1.64 3.99 -0.81  0.0052
C 0.94 5.10 -0.38  -0.0568
C -0.35 4.98 0.13  -0.0657
C -0.94 3.73 0.22  -0.0736
C -0.23 2.60 -0.19  -0.2846
P -0.88 0.91 -0.15  1.0791
C -1.26 0.44 1.55  -0.4046
C -1.64 -0.89 1.78  -0.1078
C -1.89 -1.33 3.07  -0.0649
C -1.75 -0.45 4.14  -0.0731
C -1.38 0.86 3.92  -0.0684
C -1.13 1.31 2.63  -0.0874
C -2.52 1.13 -0.93  -0.3418
C -3.70 0.73 -0.33  -0.0712
C -4.91 0.94 -0.98  -0.0736
C -4.94 1.55 -2.22  -0.0757
C -3.76 1.96 -2.82  -0.0624
C -2.55 1.75 -2.18  -0.1073
H 2.59 1.43 -0.66  0.0551
H 2.05 1.69 -2.17  0.1043
H 2.64 4.09 -1.23  0.1289
H 1.40 6.08 -0.45  0.1105
H -0.89 5.86 0.45  0.1085
H -1.94 3.62 0.60  0.1193
H -1.72 -1.58 0.95  0.1000
H -2.17 -2.36 3.24  0.1076
H -1.93 -0.80 5.15  0.1050
H -1.26 1.54 4.75  0.1067
H -0.81 2.33 2.47  0.0998
H -3.70 0.27 0.65  0.0993
H -5.84 0.63 -0.50  0.1055
H -5.89 1.71 -2.73  0.1050
H -3.77 2.43 -3.80  0.1111
H -1.63 2.05 -2.66  0.0995
F 4.64 0.25 -0.78  0.1386
B 4.14 -0.20 -1.99  -1.2053
F 3.92 0.88 -2.85  0.1149
F 4.88 -1.20 -2.55  0.1806
F 2.78 -0.75 -1.69  -0.0153
N 0.14 0.41 -4.02  0.0563
C 0.48 0.09 -2.97  -0.3037

**Kohn-Sham gap (alpha / beta)**: 7.090 / 7.519 eV
**Multiplicity**: 2
**ΔE to the lowest compared entry with this formula, charge and spin**: 10.4 kJ/mol
**⟨S²⟩**: 0.796
**LUMO (alpha / beta)**: -0.6 / -0.2 eV


Entry 4:
DFT (wB97M-V/def2-TZVPD) results for a molecular structure, C29H29Br3GeIN2O4SeZr.

Last column: Löwdin charge in e.
CARTESIAN COORDINATES (ANGSTROEM)
Zr 0.63 -0.02 -1.19  1.3987
Br 3.12 6.07 -2.05  0.8363
C 2.37 4.37 -2.32  -0.6569
C 3.15 3.32 -2.77  -0.0602
C 2.56 2.08 -2.89  -0.1295
N 1.27 1.85 -2.62  0.0021
C 0.51 2.89 -2.24  -0.2220
C 1.03 4.16 -2.06  -0.0431
C -0.92 2.57 -2.02  -0.1948
C -1.88 3.56 -1.87  -0.0289
C -3.20 3.18 -1.70  -0.6541
Br -4.54 4.48 -1.50  0.8437
C -3.52 1.83 -1.68  -0.0575
C -2.50 0.92 -1.81  -0.0947
N -1.22 1.26 -1.97  0.0095
H 4.20 3.45 -3.00  0.1195
H 3.13 1.22 -3.21  0.0387
H 0.41 4.98 -1.71  0.1106
H -1.63 4.61 -1.92  0.1118
H -4.54 1.50 -1.56  0.1188
H -2.71 -0.14 -1.79  0.0681
Br 4.41 -0.21 1.68  0.8662
C 3.67 1.44 2.21  -0.5763
C 4.24 2.06 3.31  -0.1145
C 3.73 3.27 3.78  -0.0516
C 2.63 3.85 3.17  -0.0564
C 2.04 3.22 2.09  -0.0082
C 2.56 2.02 1.59  -0.1504
C 1.86 1.46 0.42  -0.5580
O 2.43 0.68 -0.42  -0.2212
O 0.64 1.73 0.20  -0.0728
H 5.09 1.60 3.80  0.1035
H 4.20 3.75 4.63  0.1159
H 2.23 4.78 3.53  0.1119
H 1.18 3.65 1.60  0.1218
C -4.34 -4.86 -0.27  -0.2132
Ge -2.49 -4.39 -0.72  0.7668
C -1.37 -4.06 0.87  -0.2036
C -1.55 -5.66 -1.86  -0.2148
C -2.62 -2.64 -1.69  -0.5338
Se -0.79 -2.12 -2.19  0.7687
C -1.11 -1.42 -4.00  -0.3633
H -4.38 -5.77 0.33  0.0218
H -4.92 -5.02 -1.18  0.0214
H -4.80 -4.06 0.31  0.0204
H -1.30 -4.97 1.46  0.0298
H -1.77 -3.26 1.50  0.0257
H -0.37 -3.78 0.54  0.0140
H -1.44 -6.62 -1.34  0.0256
H -0.55 -5.28 -2.08  0.0084
H -2.07 -5.84 -2.80  0.0249
H -3.09 -1.90 -1.04  0.0083
H -3.20 -2.75 -2.60  0.0293
H -0.71 -2.13 -4.72  0.0275
H -0.60 -0.47 -4.12  -0.0065
H -2.18 -1.30 -4.15  0.0302
O -0.84 -0.39 0.34  -0.1276
C 0.11 -0.98 0.94  -0.6027
O 1.03 -1.49 0.19  -0.2028
C 0.29 -0.94 2.39  -0.1456
C 1.26 -1.74 2.99  -0.0175
C 1.51 -1.62 4.34  -0.0537
C 0.79 -0.70 5.10  -0.0530
C -0.18 0.10 4.50  -0.0559
C -0.44 -0.02 3.15  -0.0011
H 1.82 -2.44 2.38  0.1225
H 2.26 -2.23 4.81  0.1137
H 1.00 -0.59 6.15  0.1120
H -0.74 0.81 5.10  0.1103
H -1.18 0.59 2.66  0.1250
I 2.34 -1.49 -2.97  0.3627

**Kohn-Sham gap**: 7.289 eV
**Charge**: +1
**ΔE to the lowest compared entry with this formula, charge and spin**: 129.3 kJ/mol
**LUMO**: -3.7 eV


Strongest force on any atom
In order: 6.80, 0.56, 1.34, 2.64
Unit: eV/Å